Entry from the OMol25 dataset: C6H9NS in the gas phase in a non-equilibrium geometry (the ωB97M-V functional and the def2-TZVPD basis).

The geometry in XYZ format:
```
17
Properties=species:S:1:pos:R:3:nbo_charge:R:1
C 1.5012 -0.8057 -1.0313 -0.657
C 1.6615 -0.8875 0.4215 -0.146
C 0.7035 -0.4380 1.2349 -0.204
C -0.5192 0.3831 1.0670 -0.181
N -0.6244 1.6988 0.2939 -0.613
C -1.7024 1.1630 -0.5406 -0.324
C -1.6050 -0.1739 0.1050 -0.041
S -2.2866 -1.6428 0.1113 0.064
H 0.7622 -0.1700 -1.3861 0.200
H 2.3507 -0.3048 -1.5571 0.217
H 1.2815 -1.8098 -1.4775 0.231
H 2.5030 -1.4075 0.7204 0.205
H 0.9049 -0.6879 2.3342 0.205
H -0.9859 0.4892 2.1376 0.232
H 0.1968 1.9826 -0.3502 0.371
H -2.7080 1.5911 -0.4092 0.227
H -1.4337 1.0200 -1.6737 0.214
```

The value obtained for the energy above the lowest of the compared OMol25 structures with the same formula, charge and spin is 71.8 kcal per mole. For the HOMO energy, the calculation gives -8.59 eV. For the HOMO-LUMO gap, the calculation gives 8.39 eV.

=====

Entry from the OMol25 dataset: C6H9NS in the gas phase in a non-equilibrium geometry (the ωB97M-V functional and the def2-TZVPD basis).

The geometry in XYZ format:
```
17
Properties=species:S:1:pos:R:3:nbo_charge:R:1
S -0.3926 0.8360 3.4596 -0.172
C 0.4872 1.1467 2.0260 -0.045
N 0.2919 0.2254 0.9176 -0.416
C -0.8228 -0.7063 0.8171 -0.246
C -1.2193 -0.7538 -0.7289 -0.411
C 0.0382 -0.2193 -1.4417 -0.243
C 1.5129 -0.3629 -1.1553 -0.385
C 0.6732 0.8148 -0.4883 -0.063
H 1.0335 2.0756 1.8618 0.209
H -1.5602 -0.3217 1.5454 0.238
H -0.6593 -1.8235 1.1200 0.208
H -2.0618 -0.0787 -0.9165 0.216
H -1.7890 -1.7598 -1.0990 0.222
H -0.2355 0.3126 -2.4273 0.224
H 2.1094 -0.0920 -2.1687 0.215
H 1.8869 -1.1884 -0.7629 0.216
H 0.7075 1.8953 -0.5587 0.233
```

The value obtained for the energy above the lowest of the compared OMol25 structures with the same formula, charge and spin is 79.9 kcal per mole. For the HOMO energy, the calculation gives -8.35 eV. For the HOMO-LUMO gap, the calculation gives 8.77 eV.

=====

Entry from the OMol25 dataset: C6H9NS in the gas phase in a non-equilibrium geometry (the ωB97M-V functional and the def2-TZVPD basis).

The geometry in XYZ format:
```
17
Properties=species:S:1:pos:R:3:nbo_charge:R:1
C 1.2320 -1.0011 -1.0591 -0.625
C 0.3033 -0.1757 0.0781 0.071
C 1.0287 0.1852 1.4186 -0.620
C -0.0660 1.2605 -0.3210 -0.130
C -1.3880 1.3278 -0.5888 -0.293
C -1.9519 0.0336 -0.0935 0.151
S -3.6643 -0.3185 0.1428 -0.254
N -0.9669 -0.8014 0.2036 -0.600
H 0.3699 -1.3250 -1.8665 0.237
H 2.1601 -0.3827 -1.4244 0.233
H 1.6902 -1.8660 -0.4879 0.219
H 1.9351 0.6000 1.2231 0.212
H 1.1890 -0.6820 2.0750 0.215
H 0.3806 0.7293 2.2014 0.236
H 0.6184 2.1210 -0.7143 0.240
H -1.7230 2.3091 -0.8751 0.248
H -1.1472 -2.0140 0.0878 0.459
```

The value obtained for the energy above the lowest of the compared OMol25 structures with the same formula, charge and spin is 69.0 kcal per mole. For the HOMO energy, the calculation gives -7.95 eV. For the HOMO-LUMO gap, the calculation gives 7.95 eV.

=====

Entry from the OMol25 dataset: a molecular structure, C6H9O2 in a non-equilibrium geometry (the ωB97M-V functional and the def2-TZVPD basis).

The geometry in XYZ format:
```
17
Properties=species:S:1:pos:R:3:nbo_charge:R:1
O 1.5589 -2.2730 1.7971 -0.640
C 0.5511 -1.6276 1.4949 0.412
C 0.4591 -0.1695 1.4471 -0.652
C -0.8824 0.4094 1.7024 -0.144
C -1.9276 0.3718 0.8590 -0.479
H -0.3081 -2.1563 1.0232 0.096
H 0.7458 0.0387 0.0828 0.238
H 1.2611 0.3031 2.0298 0.207
H -1.0370 0.8443 2.6963 0.173
H -2.8991 0.7731 1.1543 0.173
H -1.9395 -0.2908 -0.0105 0.201
O 0.6456 -1.1826 -1.7351 -0.670
C 1.0295 -0.0284 -1.5325 0.252
C 0.7216 1.0319 -2.5735 -0.761
H 1.6720 1.4895 -2.8954 0.200
H 0.1953 0.6251 -3.4537 0.180
H 0.1539 1.8412 -2.0861 0.212
```

The net charge is -1. The value obtained for the energy above the lowest of the compared OMol25 structures with the same formula, charge and spin is 85.1 kcal per mole. For the HOMO energy, the calculation gives -2.16 eV. For the HOMO-LUMO gap, the calculation gives 6.24 eV.

=====

Entry from the OMol25 dataset: a molecular structure, C6H9O6PPd in a non-equilibrium geometry (the ωB97M-V functional and the def2-TZVPD basis).

The geometry in XYZ format:
```
23
Properties=species:S:1:pos:R:3:mulliken_spin:R:1
O 3.1840 -0.4228 -3.6081 0.057
C 2.2627 -0.0427 -3.0382 -0.070
Pd 0.6356 0.4520 -1.9803 1.369
C -0.8806 -0.3411 -2.9253 0.091
C 0.2343 2.3464 -1.8957 0.052
O -1.8254 -0.7560 -3.4447 0.016
O -0.1415 3.4396 -1.9181 0.029
C 1.8520 0.5468 2.4955 0.002
O 1.2175 -0.0016 1.3099 0.160
P 0.0529 0.1460 0.2494 0.073
O -0.8143 -1.2099 0.3306 0.150
C -0.2202 -2.5283 0.4213 0.009
O -0.9466 1.2968 0.8175 0.049
C -2.3715 0.9885 0.8211 -0.001
H 2.0013 1.6366 2.4816 0.001
H 2.8280 0.0408 2.5919 -0.001
H 1.3442 0.3149 3.4414 0.010
H 0.0498 -2.9588 -0.5542 -0.003
H 0.6740 -2.5008 1.0501 -0.004
H -0.9408 -3.2075 0.8858 0.005
H -2.6787 0.5671 -0.1435 0.001
H -2.5706 0.2847 1.6338 0.004
H -2.9461 1.9092 0.9781 0.000
```

Its spin multiplicity is 3. The net charge is +2. The value obtained for the energy above the lowest of the compared OMol25 structures with the same formula, charge and spin is 0.0 kcal per mole. Its expectation value of S² is 2.01. For the HOMO energy (spin up / spin down), the calculation gives -18.08 / -18.87 eV. For the HOMO-LUMO gap (spin up / spin down), the calculation gives 9.90 / 6.62 eV.

=====

Entry from the OMol25 dataset: a gas-phase ion, C6HF2N2O2 (charge -1) in a non-equilibrium geometry (the ωB97M-V functional and the def2-TZVPD basis).

The geometry in XYZ format:
```
13
Properties=species:S:1:pos:R:3:mulliken_spin:R:1
C -3.3636 -1.4434 -0.1499 -0.026
C 0.1390 0.0277 0.0344 0.121
C -2.1351 -1.0227 0.0579 0.583
C 1.2655 -0.7553 -0.0366 -0.082
C -1.2735 -0.0460 0.0949 -0.087
C 1.6675 -2.2352 0.0676 0.061
N -4.3904 -2.0120 -0.1056 0.399
N 0.6565 -3.0418 -0.0748 0.287
O -0.5864 -2.7580 0.2260 0.494
O 2.8436 -2.5489 0.0616 0.236
F 2.4119 -0.0694 0.0453 -0.013
F -1.9230 1.2312 0.0949 0.023
H 0.3135 1.1517 0.0697 0.004
```

Its spin multiplicity is 3. The net charge is -1. Its expectation value of S² is 2.08. For the HOMO energy (spin up / spin down), the calculation gives -4.24 / -4.26 eV. For the HOMO-LUMO gap (spin up / spin down), the calculation gives 7.00 / 6.40 eV.

=====

Entry from the OMol25 dataset: 18 unconnected molecules or ions with the total composition C70H114O35 in a non-equilibrium geometry (the ωB97M-V functional and the def2-TZVPD basis).

The geometry in XYZ format:
```
219
Properties=species:S:1:pos:R:3:mulliken_charge:R:1
C -2.7598 -1.2471 -6.8441 -0.006
O -1.8169 -0.8074 -7.8148 -0.424
C -1.2637 0.3524 -7.7567 0.673
O -1.4137 1.2453 -6.9730 -0.231
O -0.4718 0.4991 -8.8809 -0.426
C 0.1737 1.7364 -9.0471 -0.567
H -2.2145 -1.4912 -5.9324 -0.281
H -3.2614 -2.1597 -7.1660 0.352
H -3.4907 -0.4706 -6.6187 0.251
H 1.0467 1.7051 -9.6990 0.289
H 0.5468 2.1925 -8.1301 0.176
H -0.5275 2.4169 -9.5300 0.281
C 8.0618 2.5319 3.7183 -0.671
O 7.5811 1.3541 3.1361 -0.351
C 6.5648 1.4325 2.2170 0.710
O 6.0815 2.4774 1.8078 -0.555
O 6.1796 0.2281 1.9048 -0.338
C 4.9991 -0.0433 1.1194 -0.087
H 7.3947 2.7335 4.5564 0.294
H 8.1353 3.3947 3.0562 0.288
H 9.0211 2.3790 4.2127 0.250
H 5.2126 -0.2679 0.0744 0.162
H 4.2132 0.7088 1.1892 0.335
H 4.4640 -0.9167 1.4922 -0.018
C -0.6311 4.2810 7.1068 -0.561
C -1.0614 3.5702 5.8687 -0.150
C 0.1465 3.5427 5.0572 0.532
O 1.2350 3.8088 5.9265 -0.499
C 0.7355 3.7087 7.2674 -0.575
H -1.2499 4.1052 7.9867 0.371
H -0.5524 5.3617 6.9878 0.243
H -1.7897 4.1426 5.2943 0.069
H -1.5094 2.5907 6.0361 0.120
H 0.0410 4.3144 4.2947 0.040
H 0.2410 2.5796 4.5556 -0.215
H 1.3580 4.3231 7.9178 0.355
H 0.8271 2.6878 7.6383 0.258
C 5.8812 -4.2206 2.4233 -0.736
C 4.3941 -4.2383 2.3086 1.489
C 4.0003 -4.3824 3.7782 -0.190
O 4.9963 -5.2253 4.2730 -0.467
C 6.2486 -4.9067 3.7837 -0.471
H 6.3731 -3.2481 2.4077 0.091
H 6.3021 -4.7498 1.5683 0.428
H 4.1083 -5.0574 1.6487 -0.035
H 3.9994 -3.3109 1.8936 -0.827
H 3.0848 -4.8727 4.1092 0.063
H 3.9948 -3.4389 4.3238 0.170
H 6.8388 -5.7780 3.4998 0.245
H 6.7857 -4.3040 4.5161 0.322
C -4.7164 0.3549 -2.1276 1.251
C -5.8280 -0.7571 -2.2564 -0.191
C -6.7431 -0.1862 -3.3452 -0.644
O -5.7452 0.2678 -4.3247 -0.550
C -4.6005 0.8510 -3.6210 0.694
H -3.7182 0.0259 -1.8386 -0.884
H -4.9969 1.1073 -1.3906 -0.146
H -6.3344 -0.8584 -1.2965 0.403
H -5.3734 -1.6702 -2.6409 -0.068
H -7.2255 0.7005 -2.9338 0.302
H -7.4307 -0.9110 -3.7810 0.391
H -4.7253 1.9313 -3.6953 0.189
H -3.6103 0.6100 -4.0076 -0.730
O 1.2894 -5.9983 5.1182 -0.521
C 0.1256 -6.0933 5.3128 0.200
O -0.4669 -7.2170 5.8116 -0.438
C -1.8905 -6.9831 5.9464 -0.492
C -2.2035 -5.6031 5.4031 -0.411
C -0.8741 -5.0282 5.0077 1.542
H -2.1226 -7.0235 7.0106 0.282
H -2.3564 -7.6858 5.2555 0.313
H -2.7322 -5.0226 6.1591 0.220
H -2.8900 -5.6991 4.5619 0.020
H -0.6379 -4.0983 5.5250 0.121
H -0.9919 -4.8424 3.9401 -0.839
O -1.5806 5.0223 -8.8643 -0.663
C -1.8527 4.7745 -7.6888 0.418
O -0.9093 4.5818 -6.7590 -0.334
C -1.4198 4.3522 -5.4596 0.997
C -2.8675 3.8938 -5.7220 0.136
C -3.1695 4.4976 -7.0234 -0.665
H -1.4116 5.2850 -4.8957 0.168
H -0.9464 3.5346 -4.9160 -0.973
H -3.5581 4.2714 -4.9680 0.505
H -2.9279 2.8104 -5.6188 -0.292
H -3.6149 5.4922 -7.0009 0.300
H -3.8798 3.9512 -7.6439 0.316
O -3.3406 -2.8504 -0.5673 -0.354
C -3.2014 -3.5696 -1.5370 0.019
O -2.3166 -3.2731 -2.5452 0.507
C -2.3073 -4.3126 -3.5372 -0.639
C -2.9065 -5.5629 -2.8845 -0.017
C -3.9122 -4.8769 -1.8846 -0.871
H -1.2633 -4.4302 -3.8275 0.378
H -2.8500 -3.9972 -4.4283 0.241
H -2.1002 -6.0432 -2.3303 -0.416
H -3.5045 -6.2044 -3.5319 0.501
H -4.0989 -5.4397 -0.9700 0.411
H -4.8329 -4.7422 -2.4524 0.425
O 0.8718 -4.9358 -2.4354 -0.618
C 1.8245 -4.2006 -2.1630 0.347
O 2.6102 -3.6624 -3.0444 -0.376
C 3.5478 -2.7855 -2.3943 0.058
C 3.5546 -3.2463 -0.9193 -0.050
C 2.1909 -3.9333 -0.7719 1.255
H 3.1883 -1.7590 -2.4664 -0.497
H 4.4915 -2.7695 -2.9395 0.450
H 3.7564 -2.3082 -0.4022 -0.413
H 4.4099 -3.8872 -0.7050 0.396
H 1.4879 -3.1914 -0.3930 -1.313
H 2.1777 -4.7866 -0.0938 0.536
O -1.9366 -8.4129 2.5642 -0.647
C -1.6070 -7.6722 1.6207 0.288
O -1.5836 -6.2977 1.7362 -0.205
C -1.1063 -5.6568 0.5422 2.126
C -0.3737 -6.7440 -0.1919 -0.456
C -1.0785 -8.0785 0.2491 -0.691
H -0.4757 -4.7973 0.7698 -0.756
H -2.0426 -5.3240 0.0941 -0.917
H 0.6935 -6.7422 0.0300 0.444
H -0.3684 -6.6363 -1.2766 0.203
H -0.3232 -8.8446 0.4244 0.344
H -1.8857 -8.3799 -0.4185 0.270
O -3.6703 -2.2223 5.8230 -0.664
C -3.9426 -2.0725 4.6390 0.394
O -3.4980 -2.8709 3.6406 -0.222
C -4.0344 -2.5465 2.3936 0.322
C -4.5191 -1.1561 2.5736 0.678
C -4.8364 -0.9662 4.0754 -0.447
H -4.8023 -3.2539 2.0805 0.195
H -3.1856 -2.5687 1.7100 -0.342
H -5.3588 -0.9895 1.8989 0.563
H -3.7410 -0.4702 2.2388 -0.916
H -5.8228 -1.2883 4.4093 0.400
H -4.5347 -0.0206 4.5258 0.077
O 2.1552 0.9394 -0.4363 -0.867
C 1.0567 0.3908 -0.2833 -0.435
O 0.8153 -0.8818 -0.6598 1.018
C -0.5868 -1.3172 -0.4543 1.498
C -1.0519 -0.2503 0.5463 0.892
C -0.2253 0.9840 0.2983 -0.015
H -0.7658 -2.3597 -0.1913 -0.896
H -1.1979 -1.2128 -1.3508 -0.821
H -1.0181 -0.6321 1.5667 -1.071
H -2.1069 -0.0302 0.3837 0.314
H 0.0114 1.4338 1.2626 0.138
H -0.6196 1.7511 -0.3682 0.116
O 0.2268 -3.4877 2.3138 -0.586
C 0.5289 -2.5014 2.9206 -0.225
O 1.3756 -1.6105 2.4343 0.216
C 1.5608 -0.4421 3.2783 -0.375
C 0.3650 -0.5935 4.2029 0.177
C 0.0185 -2.0039 4.2018 0.445
H 1.4183 0.5045 2.7569 0.136
H 2.5112 -0.3686 3.8070 0.512
H -0.4256 0.0950 3.9048 -0.576
H 0.7216 -0.1988 5.1544 0.655
H -1.0450 -2.2162 4.3119 -0.790
H 0.4285 -2.5465 5.0536 0.397
O -1.5305 2.0088 -3.0219 -0.432
C -0.8607 1.1180 -3.5530 0.060
O -1.2538 -0.2128 -3.5206 0.442
C -0.1448 -1.0015 -4.0280 -0.028
C 1.0607 -0.2145 -3.8564 0.813
C 0.5148 1.2203 -4.1830 0.372
H -0.2247 -1.1939 -5.0979 1.057
H -0.1024 -1.9564 -3.5040 -0.971
H 1.7951 -0.5098 -4.6058 0.813
H 1.6005 -0.3671 -2.9219 -1.376
H 0.2768 1.4505 -5.2215 -0.173
H 1.0275 2.1015 -3.7973 -0.717
O 5.4070 -0.4417 -2.4911 -0.636
C 5.1505 0.7513 -2.6228 0.541
O 4.3248 1.1272 -3.6363 -0.348
C 4.1293 2.5045 -3.6535 0.533
C 5.2140 3.0489 -2.7422 -0.805
C 5.4744 1.9201 -1.7208 0.122
H 3.1211 2.6998 -3.2881 -0.601
H 4.2901 2.9138 -4.6509 0.390
H 4.8998 3.9594 -2.2319 0.315
H 6.1104 3.3762 -3.2688 0.370
H 4.8685 1.8249 -0.8197 -0.093
H 6.5154 1.8657 -1.4022 0.325
O 0.5623 6.5618 0.8233 -0.527
C 1.3475 7.1078 1.5937 0.344
O 1.3851 8.3863 1.8276 -0.403
C 2.2828 8.8107 2.8726 -0.360
C 2.7101 7.4703 3.4592 -0.594
C 2.2772 6.3355 2.4956 0.251
H 1.8443 9.4865 3.6069 0.308
H 3.1501 9.2482 2.3782 0.245
H 2.3543 7.3092 4.4768 0.237
H 3.7955 7.4080 3.5384 0.320
H 1.7682 5.5158 3.0027 -0.176
H 3.1003 6.0158 1.8565 0.271
O 0.5074 8.1267 -2.9182 -0.610
C 0.5055 6.9950 -2.5575 0.420
O -0.6677 6.2608 -2.5021 -0.484
C -0.4797 5.0288 -1.8086 0.879
C 1.0240 4.7868 -1.8142 0.992
C 1.7072 6.1516 -2.1142 -0.519
H -0.9314 4.2343 -2.4027 -0.012
H -0.9765 5.1004 -0.8411 -0.350
H 1.2910 3.9878 -2.5060 -1.021
H 1.3332 4.3975 -0.8442 0.284
H 2.4110 6.0492 -2.9403 0.412
H 2.2220 6.5876 -1.2581 0.102
O -2.4798 1.5853 3.5016 -0.427
C -2.9646 2.3248 2.7303 -0.051
O -2.3705 2.7866 1.6335 0.302
C -3.2640 3.5405 0.8599 -0.124
C -4.6166 3.4092 1.5165 -0.856
C -4.2626 3.0306 2.9031 -0.304
H -3.4018 3.3191 -0.1985 0.026
H -3.1224 4.6204 0.9041 0.268
H -5.2437 2.7442 0.9226 0.165
H -5.0301 4.4111 1.4010 0.459
H -5.0835 2.4205 3.2802 0.314
H -4.2594 3.8820 3.5837 0.279
```

For the HOMO energy, the calculation gives -9.14 eV. For the HOMO-LUMO gap, the calculation gives 9.25 eV.

=====

What is the formula in the seventh record? C70H114O35